Entry 1:
# C5H7NO

C5H7NO in the gas phase in a non-equilibrium geometry (ωB97M-V/def2-TZVPD, OMol25).

Structure (XYZ):
```
14
Properties=species:S:1:pos:R:3:forces:R:3:lowdin_charge:R:1
O 1.47438 1.81928 0.88074 -0.149 -0.231 -0.294 0.072
C 0.82484 1.07372 0.17981 -0.137 0.571 -0.234 -0.485
C 1.34830 -0.26015 -0.37514 -0.158 0.062 0.209 -0.083
C 0.46619 -1.17141 0.46683 -0.444 -0.500 -0.285 -0.089
C -0.84762 -0.92098 0.42056 0.102 -0.786 -0.110 -0.094
C -1.27334 0.11646 -0.57901 0.275 0.104 0.285 -0.184
N -0.53343 1.27939 -0.08633 0.412 0.861 -0.544 0.041
H 2.42141 -0.36724 -0.18517 -0.379 0.092 0.110 0.119
H 1.18474 -0.36116 -1.46316 -0.107 0.082 0.412 0.120
H 0.91223 -1.87407 1.15863 -0.011 0.175 0.110 0.104
H -1.55279 -1.18424 1.19984 0.033 -0.712 -0.215 0.105
H -2.35226 0.31324 -0.63801 0.400 0.042 0.295 0.120
H -0.95234 -0.11461 -1.60846 -0.064 -0.025 0.410 0.116
H -1.01359 1.75946 0.66345 0.227 0.262 -0.148 0.138
```
Positions in Å, forces in eV/Å.

Computed properties:
Gap between HOMO and LUMO ... 10.070 eV
E ... -8835.2610 eV
HOMO ... -9.169 eV
Energy above the lowest of the compared OMol25 structures with the same formula, charge and spin ... 90.9 kJ/mol
Lowest unoccupied orbital energy ... 0.901 eV

---

Entry 2:
# C26H20Cl2O16

5 unconnected molecules or ions with the total composition C26H20Cl2O16 in a non-equilibrium geometry (ωB97M-V/def2-TZVPD, OMol25).

Structure (XYZ):
```
64
Properties=species:S:1:pos:R:3:forces:R:3:lowdin_charge:R:1
Cl -1.65722 -2.08542 3.23153 0.072 -0.105 -0.111 0.623
C -1.19335 -0.91564 1.97759 0.571 0.458 -0.239 -0.661
C 0.30617 -0.94244 1.71197 -0.148 0.056 -0.320 -0.544
Cl 0.70587 0.51524 0.69444 0.375 -0.116 0.821 0.698
H -1.45301 0.08108 2.32019 -0.252 -0.056 0.058 0.034
H -1.70449 -1.15599 1.04967 -0.235 0.085 0.366 0.041
H 0.59621 -1.79342 1.10125 -0.047 -0.082 0.106 0.046
H 0.90483 -0.93685 2.61905 0.017 0.232 -0.020 0.066
C 2.94443 -2.78797 0.10300 0.212 -0.323 0.503 0.062
C 3.57254 -1.79032 0.72755 0.149 0.450 0.664 -0.260
C 4.35360 -0.73485 0.01438 -0.341 -0.201 -2.332 -0.321
O 5.00913 0.07107 0.61889 0.215 0.374 0.893 0.129
C 4.24929 -0.72866 -1.47233 -0.192 -0.119 1.366 0.096
C 3.56996 -1.71599 -2.06405 0.125 -0.244 -1.188 -0.229
C 2.99062 -2.90424 -1.34724 -0.152 0.825 1.569 -0.323
O 2.50763 -3.83567 -1.93594 -0.043 -0.453 -0.954 0.129
O 3.35080 -1.71332 -3.38461 0.337 0.336 -0.306 0.099
O 3.56324 -1.64412 2.05313 -0.196 -0.209 0.146 0.101
H 2.47033 -3.54285 0.71841 -0.129 -0.146 -0.302 0.144
H 4.67947 0.12064 -1.97932 0.001 -0.081 -0.219 0.136
H 3.09941 -2.58579 -3.72348 -0.219 -0.135 0.426 0.122
H 4.05392 -0.83538 2.28218 0.159 -0.032 -0.223 0.122
C -1.54641 0.86389 5.02979 -0.751 -0.363 0.225 0.042
C -2.47279 1.65614 4.47408 -0.166 0.080 -0.236 -0.243
C -2.07815 2.78234 3.57305 1.611 0.402 -0.780 -0.320
O -2.83340 3.60468 3.10873 -0.977 -0.329 0.347 0.123
C -0.64401 2.84420 3.21706 -0.267 -0.568 0.225 0.068
C 0.24169 2.01250 3.77633 1.129 0.325 -0.841 -0.276
C -0.11803 1.03465 4.81399 -0.825 0.193 1.571 -0.338
O 0.71571 0.53000 5.54670 0.208 -0.085 -0.830 0.122
O 1.52524 2.03433 3.39022 0.182 0.382 -0.165 0.071
O -3.76873 1.45985 4.71621 -0.272 -0.280 0.253 0.114
H -1.90870 0.08730 5.69084 0.309 -0.067 0.074 0.136
H -0.32696 3.52316 2.44093 -0.068 0.228 0.124 0.126
H 2.10961 1.51927 3.96342 -0.428 -0.180 0.325 0.121
H -4.35450 2.00252 4.17255 0.372 0.377 -0.130 0.126
C -0.01060 -3.22201 -3.60570 -0.783 -0.499 0.288 0.072
C 0.22210 -1.94140 -3.87223 0.409 0.225 -1.044 -0.249
C 0.07872 -0.87334 -2.84471 0.055 -0.060 0.830 -0.311
O 0.37895 0.27569 -3.09923 -0.071 0.078 -0.423 0.120
C -0.44210 -1.27828 -1.54184 -0.205 0.329 -0.559 0.034
C -0.81733 -2.53789 -1.33874 -0.428 -0.162 1.501 -0.213
C -0.59174 -3.63257 -2.30649 0.642 0.343 -1.989 -0.323
O -0.93675 -4.77020 -2.10006 -0.312 -0.185 0.741 0.138
O -1.40779 -2.89051 -0.17511 0.031 -0.260 -0.521 0.069
O 0.62208 -1.53176 -5.09585 -0.328 0.172 0.551 0.096
H -0.01556 -3.96316 -4.39376 0.300 -0.084 0.089 0.142
H -0.60271 -0.49238 -0.81608 -0.116 -0.248 -0.270 0.038
H -1.72940 -3.80353 -0.26073 0.200 -0.107 -0.028 0.130
H 0.60834 -0.55681 -5.07159 0.243 -0.090 0.012 0.120
C -2.52330 2.36652 -3.13304 -0.340 -0.324 -0.747 0.069
C -1.56709 3.30132 -3.09780 0.443 -0.141 -0.623 -0.240
C -0.81527 3.60520 -1.85287 -0.535 -0.137 1.385 -0.318
O 0.12408 4.36866 -1.80905 0.058 0.127 -0.772 0.130
C -1.36292 3.00577 -0.63491 0.301 0.046 0.327 0.053
C -2.29138 2.05426 -0.67213 -0.950 -0.967 -0.208 -0.234
C -2.86581 1.52712 -1.99152 1.085 1.660 -0.146 -0.324
O -3.54309 0.53103 -2.04863 -0.311 -0.308 0.500 0.119
O -2.82469 1.45884 0.40775 0.170 0.198 0.017 0.082
O -1.18258 3.94642 -4.20033 -0.082 0.122 -0.040 0.116
H -3.00663 2.16109 -4.08125 0.005 -0.118 0.059 0.138
H -0.96976 3.37485 0.30043 0.043 -0.071 0.039 0.113
H -3.53419 0.86988 0.09392 0.172 -0.072 -0.067 0.122
H -0.45351 4.55322 -3.98864 -0.026 -0.097 0.233 0.125
```
Positions in Å, forces in eV/Å.

Computed properties:
Gap between HOMO and LUMO ... 7.984 eV
E ... -85088.7022 eV
HOMO ... -9.695 eV
Energy above the lowest of the compared OMol25 structures with the same formula, charge and spin ... 0.0 kJ/mol
Lowest unoccupied orbital energy ... -1.711 eV

---

Entry 3:
# C4H8O2

C4H8O2 in the gas phase in a non-equilibrium geometry (ωB97M-V/def2-TZVPD, OMol25).

Structure (XYZ):
```
14
Properties=species:S:1:pos:R:3:forces:R:3:lowdin_charge:R:1
C 0.17819 1.61414 -0.36793 -0.199 -0.142 -0.024 -0.010
C 0.34993 0.13009 -0.04799 -1.521 -0.604 -0.825 -0.424
C -0.63647 -0.60275 0.91019 -0.178 0.534 0.487 -0.238
O -0.06362 -1.46303 1.84055 0.350 0.184 0.553 -0.023
C 0.27897 -0.86152 -1.14425 0.169 0.013 -1.063 -0.151
O 1.51342 -0.40573 -0.68101 0.445 -0.152 0.494 0.020
H 1.11990 2.18284 -0.36764 -0.118 -0.521 0.146 0.087
H -0.49859 2.12278 0.32618 0.002 -0.195 -0.089 0.076
H -0.23251 1.70767 -1.37916 -0.027 0.160 0.093 0.080
H -1.36356 -1.23858 0.36327 0.465 0.502 0.204 0.124
H -1.23862 0.22405 1.29223 -0.098 0.025 0.815 0.110
H 0.72325 -1.00085 2.14389 0.160 -0.265 0.334 0.100
H -0.27091 -0.49043 -1.99546 0.820 0.039 -0.991 0.120
H 0.14061 -1.91868 -0.89288 -0.269 0.420 -0.134 0.128
```
Positions in Å, forces in eV/Å.

Computed properties:
Gap between HOMO and LUMO ... 10.125 eV
E ... -8369.5055 eV
HOMO ... -9.257 eV
Energy above the lowest of the compared OMol25 structures with the same formula, charge and spin ... 364.3 kJ/mol
Lowest unoccupied orbital energy ... 0.867 eV

---

Entry 4:
# C36H42AsBIrN9O3

A molecular structure, C36H42AsBIrN9O3 in a non-equilibrium geometry (ωB97M-V/def2-TZVPD, OMol25).

Structure (XYZ):
```
93
Properties=species:S:1:pos:R:3:forces:R:3:mulliken_spin:R:1
Ir -0.18656 -0.02070 0.35727 0.128 0.175 -0.492 2.162
C -1.92982 4.03309 2.21253 0.207 0.174 -0.260 0.006
O -2.31960 2.84960 2.96568 -0.240 -0.175 0.254 0.003
C -1.88356 1.81857 2.27102 0.106 0.332 -0.584 0.048
N -1.34559 2.03667 1.12885 0.276 -0.577 0.360 0.165
C -1.55869 3.46492 0.82645 -0.120 0.315 -0.061 0.039
C -0.44900 4.18418 0.10378 0.172 -0.084 0.061 -0.008
C 0.41801 3.50670 -0.74902 -0.166 0.142 0.082 0.120
C 1.37825 4.20399 -1.46574 -0.029 0.110 -0.095 0.005
C 1.48548 5.58153 -1.33489 -0.012 0.003 0.022 0.001
C 0.62476 6.26096 -0.48411 0.041 0.036 -0.038 0.000
C -0.34516 5.56781 0.22308 0.008 -0.137 0.031 0.001
C -2.14926 0.45172 2.74653 -0.232 -0.059 0.285 -0.009
C -2.79282 0.14801 3.93820 0.033 -0.021 -0.070 -0.007
C -3.11522 -1.18106 4.18709 0.028 0.080 -0.003 0.001
C -2.80351 -2.15300 3.24379 -0.008 -0.013 -0.105 -0.005
C -2.14380 -1.75694 2.08972 -0.226 -0.053 0.320 -0.007
N -1.82905 -0.48672 1.86103 0.308 -0.078 -0.078 0.144
C -1.76416 -2.64954 0.98535 0.164 -0.145 -0.432 -0.004
N -1.03134 -2.24031 0.02274 -0.174 0.430 0.151 0.288
C -0.81093 -3.35613 -0.90053 0.004 -0.265 0.002 0.006
C -1.75962 -4.44765 -0.32351 0.142 0.055 -0.301 0.015
O -2.19797 -3.89446 0.94953 -0.062 -0.077 0.276 0.006
C -1.06236 -3.01044 -2.35020 -0.194 0.146 0.061 0.009
C -0.24876 -3.57068 -3.34272 -0.030 -0.003 -0.113 0.117
C -0.45259 -3.27089 -4.68121 -0.039 -0.107 -0.091 -0.024
C -1.45541 -2.38566 -5.04589 0.196 -0.460 -0.312 0.148
C -2.28046 -1.83102 -4.05863 -0.287 0.144 0.059 0.062
C -2.09491 -2.16538 -2.71864 0.004 -0.359 0.323 0.046
H -1.07755 4.49151 2.71562 -0.008 -0.067 0.032 0.001
H -2.76853 4.72148 2.20146 -0.038 -0.054 0.043 0.001
H -2.43910 3.50105 0.16935 0.004 -0.062 0.079 0.001
H 0.32935 2.43183 -0.84959 -0.004 0.027 -0.130 0.028
H 2.04018 3.68008 -2.14552 -0.104 0.138 -0.053 -0.001
H 2.22760 6.12613 -1.90261 0.011 0.000 0.010 0.000
H 0.70529 7.33429 -0.37729 -0.025 -0.001 -0.018 0.000
H -1.03133 6.11325 0.86051 0.039 0.036 0.007 0.000
H -3.04337 0.93872 4.63211 -0.023 -0.012 0.004 0.001
H -3.62450 -1.45218 5.10216 0.000 -0.014 -0.005 0.000
H -3.07511 -3.18945 3.39138 0.009 -0.003 -0.021 0.000
H 0.23521 -3.66559 -0.80964 -0.037 -0.027 0.023 0.008
H -1.27100 -5.40095 -0.14304 -0.017 0.030 0.096 0.000
H -2.63710 -4.60481 -0.94887 -0.058 0.049 0.084 -0.001
H 0.55258 -4.24528 -3.06205 -0.037 -0.004 -0.015 -0.002
H 0.16560 -3.73254 -5.43973 0.010 0.021 0.001 0.002
H -1.62221 -2.14547 -6.08753 -0.001 0.027 -0.003 0.008
H -3.10018 -1.18371 -4.34533 -0.004 -0.020 0.000 -0.011
H -2.75338 -1.75713 -1.96469 -0.029 0.010 -0.030 0.005
B -0.31887 0.27578 -3.48344 0.543 0.933 0.850 0.098
N -1.36679 0.87408 -2.60058 0.045 0.351 -0.285 0.108
C -2.39188 1.61244 -3.10355 0.103 -0.020 0.067 0.033
C -3.38209 1.68781 -2.15805 -0.048 -0.173 0.201 0.006
C -2.87851 0.95822 -1.07201 -0.163 0.029 -0.290 0.103
N -1.66599 0.48038 -1.34765 -0.079 -0.063 0.553 0.115
N 0.75783 -0.51965 -2.80377 0.175 -0.134 -0.434 0.061
C 1.68556 -1.22883 -3.49880 0.054 0.225 0.163 0.040
C 2.47605 -1.91463 -2.60692 0.043 -0.024 0.232 -0.001
C 1.95479 -1.57722 -1.35649 0.082 -0.058 -0.285 0.029
N 0.93150 -0.73071 -1.48902 0.048 -0.198 0.742 0.221
H 0.12736 1.06791 -4.27968 -0.162 -0.177 -0.248 0.088
H -0.92232 -0.52092 -4.25820 -0.214 -0.326 -0.490 0.184
H -2.35039 2.01893 -4.10205 0.072 -0.052 0.000 0.001
H -4.33804 2.17618 -2.23931 0.027 0.022 0.000 0.002
H -3.35166 0.74668 -0.12727 0.071 0.067 0.049 0.003
H 1.72747 -1.18983 -4.57575 -0.055 0.083 0.028 -0.002
H 3.30478 -2.56471 -2.82987 0.002 0.021 -0.001 0.002
H 2.25707 -1.89559 -0.37183 0.005 0.069 -0.004 0.012
C 1.80170 -4.18774 2.17284 0.075 0.145 0.102 0.002
As 2.07078 -2.32851 2.62356 0.404 -0.241 0.325 0.030
C 3.85599 -1.80941 2.09045 -0.213 -0.064 0.075 -0.003
C 1.97456 -2.19049 4.53971 0.040 -0.055 -0.168 0.010
O 0.87925 -1.36936 1.96038 -0.478 0.277 -0.441 0.155
H 2.45596 -4.78407 2.80957 -0.008 -0.036 -0.041 0.001
H 2.03889 -4.39409 1.13065 0.033 0.100 -0.018 0.000
H 0.76699 -4.46017 2.37679 -0.011 0.051 0.036 0.000
H 4.56839 -2.31191 2.74433 0.009 0.000 -0.006 0.000
H 3.95575 -0.73134 2.20797 -0.033 0.005 0.020 0.000
H 4.06425 -2.09193 1.06030 -0.039 -0.012 0.002 0.000
H 2.69861 -2.86960 4.98911 0.004 0.014 0.001 0.001
H 0.97240 -2.46328 4.86485 -0.013 -0.003 -0.027 0.000
H 2.19422 -1.16862 4.84265 0.005 0.014 -0.042 0.000
C 3.27257 1.54876 -0.55695 -0.073 0.025 0.005 0.004
C 2.62441 1.79768 0.75808 0.081 -0.071 -0.070 -0.009
N 1.49442 1.28419 1.22681 -0.251 -0.141 -0.130 0.346
C 1.33296 1.76923 2.51208 0.251 -0.016 0.104 -0.018
C 2.37484 2.57896 2.81769 -0.213 0.015 0.048 -0.009
N 3.17286 2.58503 1.70195 -0.026 0.034 0.017 0.005
H 3.14920 0.50865 -0.84224 0.075 0.007 -0.015 0.001
H 4.33656 1.76951 -0.49191 0.014 0.006 -0.046 -0.001
H 2.84230 2.17472 -1.34057 0.075 -0.156 0.154 -0.001
H 0.52272 1.46830 3.14890 -0.031 -0.012 0.014 0.009
H 2.59989 3.14112 3.70723 0.057 -0.012 -0.026 0.001
H 4.01487 3.12968 1.59578 0.036 -0.050 -0.077 0.002
```
Positions in Å, forces in eV/Å.

Computed properties:
Gap between HOMO and LUMO (alpha / beta) ... 7.628 / 5.346 eV
Spin multiplicity ... 6
Total charge ... +3
E ... -121894.3838 eV
HOMO (alpha / beta) ... -15.859 / -15.859 eV
Lowest unoccupied orbital energy (alpha / beta) ... -8.231 / -10.513 eV
<S²> ... 8.77